{
  "formula": "C48H89BrMnN2O7PS3Si2",
  "method": "the ωB97M-V functional and the def2-TZVPD basis",
  "total_energy_ev": -227451.6873,
  "fmax_ev_per_a": 3.581,
  "total_charge": -1,
  "multiplicity": 2,
  "homo_energy_ev": [-4.136, -4.331],
  "homo_lumo_gap_ha": [0.229, 0.236],
  "symbols": ["Mn", "C", "C", "C", "C", "C", "H", "H", "H", "H", "H", "H", "H", "H", "H", "H", "C", "P", "C", "C", "C", "C", "C", "C", "C", "C", "C", "C", "C", "C", "H", "H", "H", "H", "H", "H", "H", "H", "H", "H", "H", "H", "H", "C", "N", "C", "C", "C", "N", "C", "C", "O", "H", "H", "H", "H", "H", "H", "H", "H", "H", "H", "H", "H", "C", "C", "C", "C", "Si", "Br", "C", "C", "C", "C", "C", "C", "C", "C", "H", "H", "H", "H", "H", "H", "H", "H", "H", "H", "H", "H", "H", "H", "H", "H", "H", "H", "H", "H", "H", "H", "H", "H", "H", "H", "H", "C", "C", "C", "C", "O", "Si", "S", "O", "C", "C", "C", "C", "O", "C", "C", "C", "C", "H", "H", "H", "H", "H", "H", "H", "H", "H", "H", "H", "H", "H", "H", "H", "H", "H", "H", "H", "H", "H", "H", "H", "H", "H", "H", "H", "O", "S", "O", "O", "S"],
  "coordinates": [[-0.205, 0.282, -1.041], [-3.454, 0.414, 1.062], [-2.204, 1.278, 1.284], [-2.486, 2.718, 0.814], [-1.899, 1.333, 2.785], [-1.043, 0.665, 0.511], [-4.312, 0.832, 1.586], [-3.273, -0.593, 1.431], [-3.672, 0.361, -0.001], [-3.144, 3.225, 1.517], [-2.955, 2.709, -0.163], [-1.547, 3.261, 0.753], [-2.768, 1.695, 3.338], [-1.063, 2.002, 2.972], [-1.648, 0.348, 3.157], [-0.270, 0.294, 1.226], [0.609, -3.365, 1.748], [-1.002, -2.489, 1.503], [-1.347, -2.147, 3.275], [-2.605, -2.345, 3.836], [-2.877, -1.925, 5.125], [-1.898, -1.290, 5.871], [-0.643, -1.085, 5.321], [-0.369, -1.501, 4.030], [-2.090, -3.978, 1.316], [-3.036, -3.923, 0.300], [-3.883, -4.988, 0.052], [-3.805, -6.128, 0.834], [-2.873, -6.190, 1.859], [-2.022, -5.126, 2.098], [1.403, -2.625, 1.829], [0.807, -3.968, 0.869], [0.591, -3.994, 2.637], [-3.380, -2.825, 3.254], [-3.860, -2.089, 5.548], [-2.116, -0.947, 6.873], [0.124, -0.583, 5.893], [0.598, -1.295, 3.596], [-3.089, -3.024, -0.292], [-4.607, -4.932, -0.750], [-4.468, -6.963, 0.653], [-2.808, -7.080, 2.472], [-1.311, -5.187, 2.910], [-3.280, -1.664, -2.577], [-2.319, -2.666, -2.962], [-2.710, -3.470, -4.093], [-1.551, -4.301, -4.618], [-0.875, -4.939, -3.413], [-0.392, -3.891, -2.547], [0.841, -4.126, -1.842], [-1.178, -2.822, -2.223], [-0.903, -2.057, -1.301], [-3.445, -0.962, -3.397], [-2.883, -1.119, -1.716], [-4.235, -2.133, -2.319], [-3.087, -2.803, -4.879], [-3.537, -4.134, -3.791], [-0.830, -3.659, -5.127], [-1.913, -5.055, -5.317], [-0.027, -5.557, -3.720], [-1.587, -5.587, -2.877], [1.633, -4.374, -2.551], [0.729, -4.954, -1.133], [1.123, -3.221, -1.301], [0.089, 4.702, -2.643], [-1.307, 4.999, -3.209], [-1.185, 6.146, -4.224], [-2.169, 5.493, -2.043], [-2.113, 3.389, -4.013], [-1.758, 1.442, -2.439], [-4.104, 3.360, -4.051], [-4.684, 4.599, -4.737], [-4.573, 2.116, -4.811], [-4.730, 3.263, -2.654], [-1.216, 2.800, -5.669], [-1.744, 3.553, -6.895], [0.296, 3.041, -5.583], [-1.386, 1.296, -5.907], [0.444, 5.562, -2.072], [0.810, 4.517, -3.430], [0.084, 3.840, -1.980], [-0.811, 7.043, -3.729], [-2.149, 6.379, -4.669], [-0.493, 5.899, -5.022], [-1.674, 6.320, -1.536], [-2.323, 4.696, -1.326], [-3.130, 5.852, -2.396], [-4.293, 4.706, -5.742], [-4.446, 5.498, -4.178], [-5.768, 4.513, -4.791], [-4.322, 2.185, -5.863], [-5.652, 2.017, -4.731], [-4.112, 1.237, -4.377], [-4.517, 4.135, -2.051], [-4.362, 2.384, -2.139], [-5.811, 3.178, -2.752], [-1.640, 4.625, -6.767], [-2.791, 3.329, -7.074], [-1.182, 3.262, -7.781], [0.533, 4.100, -5.561], [0.787, 2.617, -6.460], [0.721, 2.560, -4.708], [-2.427, 1.009, -5.993], [-0.943, 0.731, -5.095], [-0.874, 1.016, -6.826], [2.675, -3.185, 4.986], [3.811, -2.661, 4.097], [4.915, -2.095, 4.988], [4.365, -3.792, 3.218], [3.271, -1.688, 3.230], [3.650, -0.115, 3.019], [2.459, 0.715, 1.537], [3.356, 0.513, 4.502], [3.370, 1.822, 5.010], [4.811, 2.192, 5.379], [2.465, 1.808, 6.249], [2.829, 2.839, 4.007], [5.275, 0.090, 2.833], [6.116, 0.072, 1.702], [5.544, -0.767, 0.561], [7.456, -0.530, 2.153], [6.329, 1.520, 1.246], [3.055, -3.917, 5.696], [1.901, -3.643, 4.379], [2.232, -2.355, 5.530], [5.317, -2.871, 5.636], [4.506, -1.291, 5.592], [5.711, -1.680, 4.381], [4.686, -4.638, 3.823], [5.212, -3.428, 2.640], [3.596, -4.114, 2.520], [5.184, 1.543, 6.168], [4.874, 3.227, 5.707], [5.429, 2.050, 4.496], [2.784, 1.029, 6.937], [1.443, 1.601, 5.938], [2.499, 2.770, 6.755], [3.497, 2.907, 3.155], [2.736, 3.816, 4.477], [1.860, 2.516, 3.638], [5.173, -1.714, 0.944], [6.305, -0.958, -0.194], [4.708, -0.257, 0.095], [7.335, -1.587, 2.387], [7.813, -0.015, 3.043], [8.192, -0.424, 1.358], [5.361, 1.968, 1.040], [6.943, 1.561, 0.349], [6.819, 2.087, 2.038], [0.761, -0.424, -2.756], [1.892, 0.165, -2.002], [1.457, 1.481, -1.496], [3.100, 0.233, -2.796], [2.176, -1.120, -0.461]],
  "mulliken_spin": [-0.0329, 0.0006, 0.0123, 0.0026, 0.0044, 0.0063, 0.0002, -0.0004, -0.0006, 0.0003, -0.0020, -0.0002, -0.0003, 0.0002, -0.0021, -0.0062, 0.0068, 0.0156, 0.0036, -0.0029, -0.0006, -0.0003, 0.0003, 0.0048, 0.0001, -0.0008, 0.0007, -0.0004, -0.0001, 0.0004, -0.0035, 0.0037, -0.0001, -0.0003, 0.0000, 0.0000, 0.0001, -0.0032, -0.0019, 0.0000, 0.0000, 0.0001, -0.0001, 0.0031, 0.0003, 0.0002, 0.0001, 0.0003, -0.0011, -0.0365, -0.0143, -0.0214, -0.0003, -0.0007, 0.0003, 0.0000, 0.0000, 0.0002, 0.0000, 0.0003, 0.0000, 0.0006, -0.0009, 0.0312, 0.0009, -0.0004, 0.0002, -0.0022, -0.0012, 0.0062, -0.0006, -0.0001, -0.0026, -0.0026, -0.0021, -0.0007, 0.0020, 0.0025, -0.0001, 0.0003, 0.0001, 0.0001, 0.0000, 0.0000, -0.0002, 0.0015, -0.0002, 0.0002, 0.0000, -0.0002, -0.0001, 0.0000, 0.0018, -0.0002, 0.0020, -0.0001, 0.0001, 0.0000, 0.0000, 0.0004, 0.0002, -0.0013, 0.0000, -0.0012, 0.0002, 0.0009, -0.0020, -0.0004, 0.0004, 0.0242, 0.0145, 0.4826, 0.0185, -0.0378, 0.0049, 0.0016, 0.0997, -0.0088, 0.0041, 0.0076, -0.0006, 0.0013, 0.0002, -0.0006, 0.0002, 0.0001, 0.0003, 0.0000, 0.0001, -0.0003, -0.0002, 0.0002, -0.0006, -0.0024, 0.0000, -0.0003, -0.0001, -0.0192, -0.0002, -0.0389, -0.0019, 0.0005, 0.0007, 0.0002, -0.0002, 0.0001, -0.0011, 0.0002, 0.0002, 0.0289, 0.0137, 0.0102, -0.0018, 0.4331]
}